ORCA calculation (wB97M-V/def2-TZVPD) on a structure of composition C12H15ClN2O2PdS at a distorted geometry.

## Properties
Charge = +2
LUMO level (alpha / beta) = -6.773 / -11.144 eV
Spin multiplicity = 5
ΔE to the lowest compared entry with this formula, charge and spin = 5.7 kcal/mol
Frontier orbital gap (alpha / beta) = 8.49 / 5.53 eV
Calculated total energy = -46579.0688 eV

Atoms and positions in Å:
Cl (-1.900, 2.728, -3.091)
C (-0.919, -2.074, -2.465)
C (0.474, -2.196, -2.203)
C (1.154, -1.123, -2.841)
H (0.948, -3.013, -1.668)
C (0.170, -0.287, -3.528)
C (-1.132, -0.848, -3.158)
H (-2.064, -0.398, -3.558)
H (-1.684, -2.844, -2.268)
H (2.243, -0.967, -2.985)
C (0.418, 0.788, -4.536)
Pd (-0.134, 0.328, -1.408)
C (1.676, 0.735, -0.654)
O (2.410, 1.203, 0.120)
C (-1.777, 1.409, -1.074)
O (-2.555, 1.904, -0.350)
H (1.387, 1.261, -4.323)
H (-0.404, 1.523, -4.424)
H (0.428, 0.403, -5.572)
S (-1.090, -1.413, 0.700)
C (-0.399, -0.629, 1.978)
N (-0.904, 0.532, 2.423)
C (-0.621, 1.236, 3.659)
C (0.780, 0.878, 4.157)
C (0.988, -0.639, 4.060)
N (0.656, -1.113, 2.722)
H (-1.758, 0.790, 1.940)
H (-1.344, 0.933, 4.437)
H (-0.746, 2.315, 3.509)
H (0.955, 1.238, 5.188)
H (1.536, 1.412, 3.606)
H (0.280, -1.079, 4.783)
H (1.992, -0.979, 4.354)
H (0.937, -2.018, 2.475)

---

ORCA calculation (wB97M-V/def2-TZVPD) on a structure of composition C25H41CeF3O2P2 at a distorted geometry.

## Properties
Charge = +1
LUMO level (alpha / beta) = -3.349 / -3.318 eV
Spin multiplicity = 2
ΔE to the lowest compared entry with this formula, charge and spin = 41.5 kcal/mol
Frontier orbital gap (alpha / beta) = 4.11 / 4.16 eV
Calculated total energy = -70334.0064 eV

Atoms and positions in Å:
Ce (1.179, 1.770, 2.134)
C (2.581, 0.168, 3.293)
C (3.293, 0.604, 2.119)
C (2.997, 2.453, 3.507)
C (2.419, 1.310, 4.159)
C (3.544, 2.019, 2.246)
C (2.098, -1.213, 3.582)
H (1.918, -1.780, 2.659)
H (1.167, -1.198, 4.164)
H (2.838, -1.773, 4.176)
C (1.698, 1.347, 5.457)
H (1.807, 0.391, 5.979)
H (0.620, 1.555, 5.338)
H (2.118, 2.136, 6.091)
C (2.835, 3.859, 3.953)
H (2.852, 3.902, 5.046)
H (1.879, 4.307, 3.623)
H (3.651, 4.475, 3.561)
C (4.032, 2.925, 1.179)
H (4.610, 3.740, 1.633)
H (3.218, 3.394, 0.588)
H (4.672, 2.372, 0.480)
C (3.602, -0.209, 0.912)
H (4.501, 0.186, 0.427)
H (2.797, -0.199, 0.157)
H (3.781, -1.251, 1.189)
C (-1.915, -1.861, 0.617)
C (-0.809, -2.612, 0.757)
C (0.481, -2.273, 0.051)
C (0.329, -2.152, -1.497)
C (0.330, -0.819, -2.065)
C (-0.749, 0.154, -2.199)
C (-1.775, 0.155, -1.007)
C (-2.351, -1.221, -0.665)
H (1.224, -3.060, 0.263)
H (-0.525, -2.787, -1.835)
H (0.909, -1.327, 0.438)
H (-2.122, -1.929, -1.516)
H (-2.644, -1.776, 1.434)
H (-0.718, -3.343, 1.566)
H (-3.451, -1.130, -0.632)
H (-1.287, 0.596, -0.125)
H (-0.281, 1.160, -2.171)
H (-2.612, 0.831, -1.251)
H (1.203, -2.668, -1.939)
H (1.293, -0.488, -2.472)
P (-2.260, -2.565, -3.266)
C (-3.881, -3.369, -3.159)
C (-1.241, -3.544, -4.407)
P (-1.320, 0.256, -3.933)
C (-2.633, -0.986, -4.107)
C (0.058, -0.176, -5.004)
C (-1.957, 1.836, -4.476)
H (-4.641, -2.633, -2.861)
H (-3.834, -4.161, -2.398)
H (-4.150, -3.804, -4.131)
H (-1.854, -3.834, -5.274)
H (-0.902, -4.452, -3.886)
H (-0.355, -2.992, -4.751)
H (-2.452, 1.705, -5.449)
H (-1.128, 2.551, -4.598)
H (-2.685, 2.244, -3.763)
H (-3.582, -0.586, -3.705)
H (-2.788, -1.209, -5.178)
H (0.541, 0.760, -5.321)
H (-0.305, -0.710, -5.890)
H (0.812, -0.789, -4.497)
F (-2.197, 4.039, 4.465)
C (-2.705, 2.788, 4.273)
F (-2.437, 2.052, 5.392)
F (-4.042, 2.885, 4.150)
C (-1.990, 2.122, 3.043)
O (-2.611, 1.638, 2.117)
O (-0.698, 2.193, 3.210)

---

ORCA calculation (wB97M-V/def2-TZVPD) on a structure of composition C5H10O2 at a distorted geometry.

## Properties
LUMO level = -0.178 eV
ΔE to the lowest compared entry with this formula, charge and spin = 114.8 kcal/mol
Frontier orbital gap = 9.15 eV
Calculated total energy = -9438.0644 eV

Atoms and positions in Å:
C (2.502, -1.009, -0.293)
C (1.226, -1.297, 0.538)
O (0.168, -0.452, 0.023)
C (-1.451, 0.372, 0.160)
C (-1.877, 1.736, 0.769)
C (-1.242, 0.381, -1.325)
O (-1.162, -0.644, -1.945)
H (2.777, 0.047, -0.219)
H (3.365, -1.602, 0.057)
H (2.363, -1.247, -1.354)
H (1.008, -2.380, 0.422)
H (1.449, -1.130, 1.595)
H (-2.061, -0.444, 0.526)
H (-2.972, 1.777, 0.963)
H (-1.409, 1.915, 1.735)
H (-1.670, 2.602, 0.120)
H (-1.013, 1.373, -1.772)